No. 1
Formula: C5H6FN
Source: the OMol25 dataset
Level of theory: ωB97M-V/def2-TZVPD

Calculated values
HOMO energy ... -10.8 eV
Energy above the lowest of the compared OMol25 structures with the same formula, charge and spin ... 334.0 kJ/mol
Structure (SMILES) ... N#C[C@H]1CC[C@H]1F
DFT total energy ... -348.604999 a.u.

Each line ends with the Mulliken charge.
Cartesian coordinates (Å):
N -3.04504 0.43088 -0.31523  -0.46
C -1.89829 0.42469 -0.05853  -0.03
C -0.60663 0.03218 0.66163  0.31
C -0.09457 -0.93135 -0.39783  -0.63
C 1.24873 -0.23663 -0.50396  -0.65
C 0.64795 1.04032 0.36692  -0.07
F 0.08113 2.10256 -0.49470  -0.34
H -0.59049 -0.38802 1.72632  0.40
H -0.07172 -2.07442 0.06743  0.25
H -0.81994 -1.05979 -1.33586  0.32
H 2.02685 -0.53024 0.43620  0.17
H 1.94407 -0.42647 -1.34437  0.38
H 1.17795 1.61629 1.19200  0.34

***

No. 2
Formula: C36H99N9O9
Source: the OMol25 dataset
Level of theory: ωB97M-V/def2-TZVPD

Calculated values
HOMO energy ... -8.6 eV
Energy above the lowest of the compared OMol25 structures with the same formula, charge and spin ... 84.0 kJ/mol
Structure (SMILES) ... COC[C@H](C)N.COC[C@H](C)N.COC[C@H](C)N.COC[C@H](C)N.COC[C@H](C)N.COC[C@H](C)N.COC[C@H](C)N.COC[C@H](C)N.COC[C@H](C)N
DFT total energy ... -2600.802442 a.u.

Each line ends with the Mulliken charge.
Cartesian coordinates (Å):
C 1.89896 1.70995 5.61190  -0.51
O 2.36238 2.64301 4.66770  -0.11
C 3.17496 3.64740 5.23181  -1.01
C 4.13037 4.17901 4.17969  0.76
C 5.16139 3.12475 3.74598  -0.80
N 4.87506 5.31613 4.72870  -0.70
H 1.66956 0.76681 5.11025  -0.14
H 0.97713 2.06272 6.09127  0.32
H 2.63876 1.47883 6.38441  0.42
H 2.54552 4.42657 5.67805  0.37
H 3.77606 3.31993 6.09007  0.44
H 3.57526 4.42150 3.26406  0.10
H 4.58444 2.24151 3.45089  -0.22
H 5.83730 2.87925 4.56268  0.34
H 5.72660 3.41240 2.85994  0.27
H 4.29716 5.99374 5.21528  0.24
H 5.30602 5.79958 3.94922  0.27
C -2.60901 4.32493 -1.64665  -0.51
O -3.54018 3.61252 -2.41473  -0.38
C -2.86083 2.82656 -3.37653  0.25
C -3.63996 1.66620 -3.98596  0.12
C -4.31232 0.89918 -2.84958  -0.73
N -2.63849 0.83182 -4.64639  -0.57
H -3.18838 4.92998 -0.94612  0.27
H -1.96941 5.02650 -2.19633  0.30
H -1.94346 3.67467 -1.06574  0.05
H -2.41410 3.38717 -4.21211  0.41
H -1.96242 2.41383 -2.89315  -0.53
H -4.37681 2.05518 -4.68883  0.37
H -3.59970 0.52365 -2.10936  -0.12
H -4.76171 -0.03080 -3.21534  0.18
H -5.05793 1.50294 -2.32958  0.50
H -1.93850 0.51676 -3.97793  0.17
H -3.08442 0.00548 -5.02530  0.28
C -1.37778 -2.98328 3.16568  -0.41
O -0.36965 -3.86517 2.70932  -0.36
C 0.86498 -3.79013 3.35767  -1.19
C 1.68318 -2.52696 3.03558  1.25
C 1.90833 -2.37902 1.53808  0.20
N 2.96890 -2.51121 3.74785  -0.45
H -2.28047 -3.27627 2.63106  0.03
H -1.11019 -1.94921 2.93640  0.11
H -1.53618 -3.13792 4.23969  0.40
H 0.70825 -3.77337 4.44784  0.45
H 1.46957 -4.62950 3.00662  0.35
H 1.14224 -1.63444 3.37089  -0.66
H 2.53996 -1.51619 1.32039  -0.37
H 0.95010 -2.27258 1.03572  -0.55
H 2.44799 -3.23807 1.12503  0.77
H 3.59012 -3.11569 3.21346  0.31
H 2.88856 -2.93424 4.66824  0.26
C -0.82054 -3.53236 -2.94588  -0.71
O 0.42883 -3.07619 -2.46022  -0.23
C 1.52432 -3.64906 -3.12224  -1.27
C 2.82986 -3.23325 -2.49376  1.22
C 3.11863 -1.72741 -2.54764  -0.90
N 3.94415 -3.91314 -3.15627  -0.76
H -0.87376 -3.25926 -4.00633  0.34
H -1.62516 -3.11515 -2.35383  0.02
H -0.88977 -4.62619 -2.92545  0.35
H 1.46825 -4.74587 -3.15382  0.42
H 1.50934 -3.30421 -4.16948  0.37
H 2.81653 -3.46239 -1.41885  -0.12
H 3.58957 -1.39751 -3.47436  0.46
H 3.84844 -1.47971 -1.76987  -0.13
H 2.22859 -1.13174 -2.33810  0.22
H 3.80372 -4.90654 -3.30691  0.26
H 4.76193 -3.83648 -2.56236  0.26
C 5.37559 -0.37058 3.35195  -0.66
O 5.92068 0.32731 2.26016  -0.40
C 5.21241 0.09659 1.06964  -0.02
C 5.52840 1.24213 0.10399  1.41
C 4.70022 1.33451 -1.16298  -1.12
N 6.93885 1.12513 -0.28074  -0.83
H 5.92983 -0.16530 4.26522  0.36
H 5.39277 -1.45725 3.20851  0.28
H 4.31831 -0.10739 3.45823  0.12
H 5.49680 -0.87743 0.65098  0.51
H 4.12844 0.09110 1.25011  -0.50
H 5.38317 2.13945 0.71934  -0.37
H 4.82363 0.47907 -1.82810  0.29
H 5.02615 2.24056 -1.67794  0.53
H 3.61963 1.41723 -1.01292  -0.13
H 7.25016 1.98329 -0.71631  0.26
H 7.54332 0.89517 0.49493  0.25
C 1.65402 2.80099 -3.41160  -0.87
O 1.38330 1.54529 -3.96138  -0.29
C 2.16583 1.20759 -5.09551  -1.11
C 1.79176 1.92258 -6.38072  0.84
C 0.57057 1.24534 -7.02479  -1.29
N 2.92987 2.01703 -7.30139  -0.76
H 1.00808 3.02165 -2.56256  0.25
H 1.50469 3.60819 -4.14115  0.34
H 2.69820 2.91316 -3.08554  0.24
H 3.22607 1.31267 -4.83912  0.27
H 1.98376 0.13608 -5.20960  0.44
H 1.51127 2.96451 -6.19366  0.09
H -0.26366 1.23386 -6.31189  0.15
H 0.75320 0.23778 -7.40140  0.32
H 0.14205 1.82667 -7.84803  0.43
H 2.53640 2.31793 -8.18602  0.29
H 3.33476 1.09702 -7.45680  0.26
C -4.49160 -2.14585 0.49187  -0.51
O -5.47389 -1.47995 -0.26083  -0.25
C -6.29515 -2.38391 -0.93563  -0.77
C -7.24920 -1.65425 -1.88152  1.04
C -8.11728 -0.68696 -1.06633  -1.37
N -8.02248 -2.64018 -2.61839  -0.72
H -3.82059 -2.71849 -0.15394  0.47
H -4.92918 -2.90805 1.15687  0.63
H -4.00578 -1.47995 1.19885  -0.37
H -5.71258 -3.06772 -1.57005  0.23
H -6.91025 -3.02208 -0.28618  0.36
H -6.65634 -1.11000 -2.61657  -0.16
H -7.56982 0.17396 -0.68027  0.31
H -8.56999 -1.14983 -0.18264  0.26
H -8.97299 -0.34144 -1.65291  0.40
H -8.50021 -3.32587 -2.04736  0.23
H -8.72091 -2.17633 -3.18358  0.25
C 1.34750 1.33335 1.79735  -0.38
O 0.25945 1.12001 0.92880  -0.38
C 0.63840 0.56256 -0.32126  0.93
C -0.63885 0.22500 -1.08747  1.37
C -1.43359 -0.84551 -0.34567  -1.37
N -0.36188 -0.18964 -2.44854  0.72
H 1.66727 0.32748 2.11263  -0.32
H 1.04254 1.89229 2.67697  0.26
H 2.23863 1.78263 1.34010  0.23
H 1.23836 1.32438 -0.83022  -0.20
H 1.21058 -0.36489 -0.21033  -0.30
H -1.25381 1.13477 -1.08360  -0.54
H -0.82037 -1.74516 -0.22686  -0.20
H -2.30298 -1.08812 -0.95579  0.42
H -1.73181 -0.53396 0.65373  0.21
H 0.35539 0.33313 -2.95897  0.33
H -0.01322 -1.15169 -2.37011  -0.46
C -1.56787 1.03334 3.95510  -0.31
O -2.39760 -0.06196 4.29777  -0.28
C -3.77529 0.19382 4.10396  -0.74
C -4.52417 -1.15586 4.08331  1.83
C -5.98763 -1.10070 3.69744  -1.63
N -4.31876 -1.82114 5.39209  -0.80
H -1.57594 1.29078 2.89289  0.03
H -0.57712 0.70676 4.27174  -0.04
H -1.85291 1.90644 4.55653  0.44
H -4.10393 0.78808 4.96956  0.29
H -3.97148 0.73220 3.16779  0.39
H -3.95760 -1.77789 3.38183  -0.86
H -6.29804 -2.13606 3.56389  0.33
H -6.10121 -0.60534 2.73188  0.26
H -6.53179 -0.58036 4.48558  0.52
H -3.35609 -1.59114 5.64478  0.32
H -4.83464 -1.28257 6.09245  0.32